Here is a cluster of 2 separate species, CH5Cl3N2O6PS2 in total from the Open Molecules 2025 dataset. Energies are from the ωB97M-V functional and the def2-TZVPD basis.

Each line ends with the Löwdin charge.
CARTESIAN COORDINATES (ANGSTROEM)
N (0.027, -1.847, -0.156)  -0.252
P (-0.712, -0.623, -0.967)  0.662
O (-1.619, 0.334, 0.221)  -0.309
O (-1.947, -1.310, -2.031)  -0.261
S (0.686, 0.578, -2.103)  0.526
O (0.690, 0.023, -3.551)  -0.429
O (0.100, 2.041, -2.098)  -0.459
N (2.281, 0.705, -1.379)  -0.375
S (3.285, -0.670, -1.770)  0.644
O (4.630, -0.535, -0.968)  -0.490
O (3.660, -0.774, -3.268)  -0.468
H (-0.203, -1.675, 0.854)  -0.045
H (-0.985, 1.028, 0.553)  0.040
H (-2.193, -2.226, -1.703)  0.075
H (2.708, -1.921, -1.392)  0.071
C (-2.192, 1.373, 3.915)  -1.532
Cl (-1.384, -0.081, 3.305)  0.549
Cl (-2.186, 1.391, 5.687)  0.504
Cl (-1.416, 2.831, 3.275)  0.526
H (-3.231, 1.358, 3.575)  0.021

Output
* charge: -1
* orbital gap: 8.4293 eV
* spin multiplicity: 1

---

Here is a structure of composition C52H55N4OP2PbTe from the Open Molecules 2025 dataset. Energies are from the ωB97M-V functional and the def2-TZVPD basis.

Each line ends with the Löwdin charge.
CARTESIAN COORDINATES (ANGSTROEM)
Pb (0.327, 1.602, 0.222)  1.419
C (-3.504, -0.973, 4.563)  -0.053
C (-2.306, -0.985, 3.604)  -0.374
C (-1.213, -1.906, 4.134)  -0.067
C (-1.831, 0.433, 3.332)  -0.195
C (-2.655, 1.308, 2.615)  -0.041
C (-2.297, 2.632, 2.394)  -0.070
C (-1.085, 3.131, 2.868)  -0.343
C (-0.683, 4.568, 2.631)  -0.042
C (-0.255, 2.259, 3.568)  -0.087
C (-0.618, 0.933, 3.797)  -0.040
H (-3.878, -1.988, 4.718)  0.083
H (-4.326, -0.364, 4.180)  0.073
H (-3.207, -0.566, 5.535)  0.090
H (-2.645, -1.391, 2.651)  0.105
H (-0.919, -1.635, 5.154)  0.092
H (-0.323, -1.871, 3.502)  0.044
H (-1.571, -2.939, 4.154)  0.089
H (-3.616, 0.947, 2.252)  0.112
H (-2.977, 3.293, 1.861)  0.115
H (-0.175, 4.685, 1.664)  0.066
H (0.003, 4.919, 3.404)  0.082
H (-1.555, 5.224, 2.624)  0.083
H (0.683, 2.635, 3.971)  0.112
H (0.052, 0.294, 4.368)  0.113
Te (3.923, -2.233, -0.753)  1.306
C (3.707, -4.247, -0.151)  -0.548
C (4.556, -4.817, 0.784)  -0.132
C (4.302, -6.119, 1.203)  -0.147
N (3.280, -6.855, 0.758)  0.060
C (2.486, -6.299, -0.168)  -0.145
C (2.662, -5.012, -0.656)  -0.136
C (1.967, -1.647, -0.214)  -0.899
P (1.826, -0.605, 1.191)  0.810
C (2.975, 0.827, 1.082)  -0.503
C (3.140, 1.660, 2.195)  -0.145
C (3.923, 2.801, 2.112)  -0.061
C (4.522, 3.151, 0.904)  -0.068
C (4.327, 2.361, -0.217)  -0.064
C (3.549, 1.208, -0.130)  -0.167
C (2.483, -1.591, 2.602)  -0.346
C (3.585, -1.277, 3.392)  -0.080
C (4.022, -2.167, 4.370)  -0.069
C (3.358, -3.368, 4.578)  -0.073
C (2.267, -3.697, 3.784)  -0.068
C (1.841, -2.820, 2.797)  -0.129
P (0.742, -1.256, -1.375)  0.730
C (-0.810, -1.848, -0.640)  -0.298
C (-0.895, -3.161, -0.172)  -0.092
C (-2.081, -3.640, 0.363)  -0.057
C (-3.194, -2.809, 0.446)  -0.075
C (-3.109, -1.493, 0.019)  -0.081
C (-1.918, -1.010, -0.516)  -0.098
C (0.977, -2.115, -2.944)  -0.300
C (2.025, -1.696, -3.768)  -0.119
C (2.278, -2.344, -4.964)  -0.060
C (1.488, -3.419, -5.353)  -0.063
C (0.432, -3.830, -4.554)  -0.066
C (0.171, -3.177, -3.355)  -0.070
H (5.391, -4.262, 1.200)  0.095
H (4.941, -6.588, 1.947)  0.107
H (1.675, -6.921, -0.540)  0.105
H (2.002, -4.616, -1.424)  0.081
H (2.654, 1.402, 3.130)  0.100
H (4.068, 3.423, 2.988)  0.113
H (5.135, 4.044, 0.840)  0.111
H (4.781, 2.635, -1.163)  0.113
H (3.391, 0.590, -1.008)  0.051
H (4.137, -0.361, 3.240)  0.093
H (4.895, -1.920, 4.965)  0.109
H (3.698, -4.052, 5.349)  0.110
H (1.759, -4.648, 3.918)  0.114
H (1.024, -3.101, 2.143)  0.091
H (-0.018, -3.803, -0.211)  0.098
H (-2.136, -4.663, 0.722)  0.114
H (-4.124, -3.187, 0.854)  0.113
H (-3.970, -0.838, 0.100)  0.098
H (-1.865, 0.022, -0.857)  0.053
H (2.637, -0.852, -3.477)  0.089
H (3.096, -2.012, -5.594)  0.113
H (1.694, -3.933, -6.284)  0.111
H (-0.199, -4.655, -4.865)  0.110
H (-0.667, -3.495, -2.750)  0.099
C (-0.546, 4.535, -2.149)  -0.021
N (-1.983, 4.342, -2.047)  -0.058
C (-2.831, 5.398, -2.603)  -0.141
C (-4.151, 4.817, -3.056)  -0.147
C (-4.786, 4.100, -1.890)  -0.148
N (-3.847, 3.144, -1.303)  -0.062
C (-4.441, 2.003, -0.614)  -0.027
C (-2.495, 3.267, -1.396)  -0.444
O (-1.749, 2.396, -0.886)  -0.204
H (-0.297, 4.853, -3.161)  0.095
H (-0.030, 3.604, -1.961)  0.034
H (-0.189, 5.294, -1.447)  0.099
H (-2.299, 5.838, -3.444)  0.124
H (-2.990, 6.189, -1.864)  0.133
H (-3.975, 4.112, -3.871)  0.126
H (-4.808, 5.606, -3.418)  0.125
H (-5.667, 3.547, -2.211)  0.126
H (-5.109, 4.818, -1.132)  0.132
H (-4.911, 1.322, -1.328)  0.101
H (-5.204, 2.355, 0.085)  0.102
H (-3.677, 1.470, -0.062)  0.044
N (0.551, 0.360, -1.661)  -0.310
C (0.148, 0.879, -2.939)  -0.374
C (-1.068, 0.558, -3.546)  -0.034
C (-1.404, 1.101, -4.782)  -0.069
C (-0.543, 1.981, -5.424)  -0.088
C (0.662, 2.316, -4.820)  -0.083
C (1.003, 1.770, -3.588)  -0.066
H (-1.745, -0.128, -3.057)  0.103
H (-2.347, 0.832, -5.244)  0.107
H (-0.806, 2.396, -6.389)  0.104
H (1.347, 2.994, -5.316)  0.107
H (1.950, 2.022, -3.114)  0.111

Output
* charge: +1
* orbital gap: 6.7431 eV
* spin multiplicity: 1

---

Here is an isolated molecule of C5H5NO from the Open Molecules 2025 dataset. Energies are from the ωB97M-V functional and the def2-TZVPD basis.

Each line ends with the Löwdin charge.
CARTESIAN COORDINATES (ANGSTROEM)
C (-2.218, -1.187, -0.481)  0.139
C (-1.479, -0.222, -0.462)  -0.106
C (-0.389, 0.491, 0.009)  -0.257
C (0.935, 0.414, -0.721)  -0.200
N (1.445, -0.138, 0.434)  0.050
C (0.456, 0.059, 1.276)  -0.483
O (0.198, -0.196, 2.395)  0.130
H (-3.219, -1.593, -0.527)  0.037
H (-0.695, 1.503, 0.119)  0.137
H (1.143, -0.283, -1.671)  0.151
H (1.329, 1.486, -1.229)  0.161
H (2.493, -0.333, 0.857)  0.240

Output
* charge: 0
* orbital gap: 10.1900 eV
* structure (SMILES): C#C[C@@H]1CNC1=O
* ΔE to the lowest compared entry with this formula, charge and spin: 3.991 eV
* spin multiplicity: 1

---

Here is an isolated molecule of C4H11N2OPS from the Open Molecules 2025 dataset. Energies are from the ωB97M-V functional and the def2-TZVPD basis.

Each line ends with the Löwdin charge.
CARTESIAN COORDINATES (ANGSTROEM)
C (0.012, -2.308, -0.916)  -0.074
N (-0.149, -1.073, -0.046)  -0.317
C (-0.516, -1.613, 1.290)  -0.108
P (0.929, 0.154, -0.160)  0.442
S (3.319, -0.123, -0.379)  -0.124
N (0.143, 1.072, -1.246)  -0.135
C (-0.652, 2.105, -0.607)  -0.241
C (-0.098, 2.269, 0.779)  -0.201
O (0.471, 0.998, 1.115)  -0.292
H (0.577, -1.964, -1.746)  0.061
H (0.504, -3.093, -0.457)  0.056
H (-0.942, -2.662, -1.142)  0.070
H (-0.463, -2.671, 1.296)  0.053
H (0.361, -1.431, 2.029)  0.111
H (-1.415, -1.199, 1.752)  0.082
H (0.720, 1.434, -1.928)  0.057
H (-1.783, 1.788, -0.547)  0.138
H (-0.764, 2.962, -1.342)  0.138
H (0.705, 3.033, 0.718)  0.132
H (-0.959, 2.324, 1.538)  0.154

Output
* charge: 0
* orbital gap: 8.5314 eV
* structure (SMILES): CN(C)[P@@]1(=S)NCCO1
* ΔE to the lowest compared entry with this formula, charge and spin: 2.358 eV
* spin multiplicity: 1

---

Here is an isolated molecule of C4H6N2O2 from the Open Molecules 2025 dataset. Energies are from the ωB97M-V functional and the def2-TZVPD basis.

Each line ends with the Löwdin charge.
CARTESIAN COORDINATES (ANGSTROEM)
C (1.527, -0.823, -0.898)  -0.155
N (0.463, -1.584, -0.705)  0.024
O (-0.669, -1.144, -0.129)  -0.059
C (-0.580, 0.277, 0.262)  -0.432
C (-1.737, 1.014, 0.885)  -0.065
C (-0.735, 0.446, 1.809)  -0.099
O (0.208, 0.950, -0.608)  -0.029
N (1.511, 0.583, -0.809)  -0.013
H (2.400, -1.254, -1.375)  0.112
H (-1.962, 2.120, 0.914)  0.139
H (-2.630, 0.426, 1.110)  0.115
H (-0.867, -0.392, 2.678)  0.155
H (0.025, 1.057, 2.423)  0.114
H (2.055, 1.121, -1.597)  0.194

Output
* charge: 0
* orbital gap: 9.1417 eV
* structure (SMILES): C1=NOC2(CC2)ON1
* ΔE to the lowest compared entry with this formula, charge and spin: 7.356 eV
* spin multiplicity: 1

---

Here is a cluster of 2 separate species, C9H11ClO2S in total from the Open Molecules 2025 dataset. Energies are from the ωB97M-V functional and the def2-TZVPD basis.

Each line ends with the Löwdin charge.
CARTESIAN COORDINATES (ANGSTROEM)
C (-1.783, 0.180, -1.324)  -0.056
C (-0.507, 0.571, -1.149)  -0.214
C (-2.230, -1.193, -1.307)  -0.417
C (0.229, 0.847, 1.204)  -0.369
C (-1.060, -2.128, -0.668)  -0.070
C (0.346, -1.753, -1.141)  -0.189
C (0.596, -0.267, -1.014)  -0.608
C (-0.986, 0.587, 1.948)  -0.151
C (-0.437, -0.169, 3.292)  -0.432
O (-3.365, -1.551, -1.432)  0.069
O (1.053, 1.665, 1.289)  0.078
S (2.138, 0.520, -1.050)  0.882
Cl (1.209, -0.967, 2.981)  0.538
H (-2.574, 0.876, -1.344)  0.100
H (-0.224, 1.630, -1.125)  0.120
H (-1.178, -1.918, 0.426)  0.120
H (-1.220, -3.173, -1.021)  0.123
H (1.006, -2.256, -0.498)  0.087
H (0.588, -2.065, -2.128)  0.115
H (-1.721, 0.206, 1.270)  0.088
H (-1.268, 1.542, 2.476)  0.139
H (-0.138, 0.646, 4.015)  0.083
H (-1.137, -0.878, 3.751)  0.073
H (2.813, -0.381, -0.353)  -0.110

Output
* charge: 0
* orbital gap (alpha / beta): 6.6956 / 7.1730 eV
* ΔE to the lowest compared entry with this formula, charge and spin: 1.027 eV
* spin multiplicity: 1

---

Number 1: strongest force on any atom 8.1 eV/A, DFT total energy -3120.30714 Eh. Number 2: strongest force on any atom 0.8 eV/A, DFT total energy -3452.22300 Eh. Number 3: strongest force on any atom 9.0 eV/A, DFT total energy -323.37300 Eh. Number 4: strongest force on any atom 4.5 eV/A, DFT total energy -1083.24945 Eh. Number 5: strongest force on any atom 5.2 eV/A, DFT total energy -415.77029 Eh. Number 6: strongest force on any atom 3.6 eV/A, DFT total energy -1358.25354 Eh.